{"formula": "C10H7F2O3", "method": "ωB97M-V/def2-TZVPD", "gap_ha": [0.1747, 0.2131], "lumo_energy_ev": [3.01, 3.31], "e_above_lowest_ev": 3.5817, "charge": -1, "homo_energy_ev": [-1.74, -2.48], "total_energy_ev": -22059.017, "largest_force_ha_per_bohr": 0.057, "elements": ["H", "C", "C", "H", "C", "H", "C", "C", "C", "O", "O", "C", "C", "H", "O", "F", "H", "F", "H", "H", "C", "C"], "xyz": [[-0.41896, -1.19187, 2.18890], [-0.22173, -2.38239, -1.52984], [0.67871, -2.86605, -0.52620], [0.13989, 3.93109, -0.35192], [1.11971, 1.92192, 0.47826], [1.52254, 1.18715, 1.13653], [-1.14766, -0.84205, 0.11451], [-1.02629, -1.30898, -1.21647], [-0.44109, -1.53533, 1.13867], [0.15397, 1.73773, -1.81230], [2.64995, 3.48086, 1.33961], [-2.01608, 0.18232, 0.45109], [0.47070, 1.56941, -0.66334], [1.06638, -2.88565, 1.62624], [1.00248, 4.32398, 0.06034], [-2.09886, 0.67585, 1.69637], [1.40044, -3.69705, -0.71685], [-3.01723, 0.62570, -0.29224], [-0.23181, -2.58780, -2.64236], [-1.70692, -1.09170, -1.98120], [0.48310, -2.53963, 0.81250], [1.63877, 3.29250, 0.68970]]}